Entry 1:
Entry from the OMol25 dataset: 2 unconnected molecules or ions with the total composition C29H56BIN6O10P at a distorted geometry (ωB97M-V with the def2-TZVPD basis set).

Values from the calculation:
LUMO (eV): -3.535
Net charge: +1
HOMO level (eV): -10.3659

```
104
C29H56BIN6O10P | the OMol25 dataset | ωB97M-V with the def2-TZVPD basis set
C 3.87825 -1.73555 0.33261
C 3.63695 -1.36201 -0.77813
C 3.03006 -0.83008 -2.13230
O 3.59820 -1.69559 -3.16887
N 4.70219 -2.37377 -2.66884
O 4.92073 -3.34923 -3.27296
N 3.36471 0.57246 -2.18123
C 2.83651 1.36940 -3.31656
C 3.58075 1.02069 -4.70920
C 5.14888 0.75399 -4.50530
B 3.37960 2.90264 -3.00099
N 3.67639 3.27192 -1.58253
O 3.63665 3.89357 -3.96925
C 1.25612 1.22805 -3.38307
C 0.37658 2.20273 -2.54638
C 0.65529 2.43176 -1.01773
C 0.70223 4.01750 -0.76187
C 0.87652 4.26356 0.76540
O 1.95759 4.30915 1.28586
O -0.30652 4.37922 1.51202
C -0.19646 3.68476 2.77299
C 0.19414 4.69915 3.93583
P 0.77226 1.74835 -5.19591
N 1.18076 3.23246 -5.55186
N 0.93759 -0.25451 -3.33717
C -0.44967 -0.66068 -3.80380
C -0.39239 -1.49005 -5.17617
O 0.23669 -2.50174 -5.18773
I -1.43785 -0.86994 -6.95533
C 1.43674 -1.03296 -2.17124
C 0.85506 -0.84620 -0.75223
C -0.68667 -0.59278 -0.57054
C -1.07836 -0.47006 0.97520
C -2.15540 0.64427 1.24810
C -3.48582 0.46561 0.39429
O -3.90226 1.80286 0.01297
C -4.78678 1.78863 -1.05438
C -4.70576 3.03810 -2.00780
O -5.58510 0.90547 -1.22304
H 4.05472 -1.77502 1.42773
H 4.32237 0.79666 -1.92753
H 3.53408 1.85507 -5.45513
H 3.18385 0.09088 -5.20072
H 5.37132 0.04731 -3.67072
H 5.48393 0.25853 -5.46236
H 5.73141 1.70410 -4.36698
H 3.79259 4.29622 -1.56420
H 4.62923 2.92578 -1.38270
H 4.50648 3.72600 -4.37540
H -0.72852 1.95553 -2.63582
H 0.45762 3.21871 -3.04652
H -0.16901 2.08739 -0.32588
H 1.62948 2.04412 -0.62647
H -0.31831 4.39922 -1.07825
H 1.43963 4.54426 -1.41318
H 0.51674 2.80840 2.73519
H -1.18314 3.23520 3.09415
H 1.29939 4.78806 4.08358
H -0.26692 4.40413 4.92419
H -0.28465 5.67874 3.64370
H -0.65210 1.66469 -5.33288
H 1.28959 0.76756 -6.12003
H 0.31046 3.73416 -5.77007
H 1.50997 -0.62546 -4.12998
H -0.85020 -1.43763 -3.08642
H -1.19679 0.16237 -3.81090
H 1.32375 -2.12563 -2.45187
H 1.06685 -1.79202 -0.16842
H 1.38958 -0.04651 -0.15780
H -1.08262 0.28000 -1.16760
H -1.23543 -1.50924 -0.94147
H -1.52827 -1.45287 1.28346
H -0.16960 -0.27429 1.61356
H -1.76907 1.67796 1.04059
H -2.46816 0.61113 2.32880
H -3.35506 -0.18845 -0.50659
H -4.28639 -0.00320 1.03637
H -4.95845 3.96109 -1.41418
H -5.43858 2.93129 -2.84426
H -3.66793 3.15954 -2.43046
C -4.92719 -4.98810 5.47497
O -4.05003 -4.48702 6.47022
C -3.10284 -5.45101 6.92788
C -1.69565 -5.07269 6.48335
N -1.53382 -5.23503 5.03934
C -0.29699 -4.65581 4.51705
C -0.12804 -3.13574 4.62392
O -1.03408 -2.39354 3.81645
C -2.29568 -2.14314 4.41939
H -5.69908 -4.23874 5.29792
H -4.39584 -5.16263 4.53456
H -5.41017 -5.91200 5.80569
H -3.36306 -6.46611 6.61158
H -3.13620 -5.42787 8.02110
H -0.97151 -5.70966 6.99991
H -1.52045 -4.03454 6.78870
H -2.31490 -4.79480 4.56856
H -0.25247 -4.92199 3.45631
H 0.55534 -5.14578 4.99907
H 0.86986 -2.89676 4.24198
H -0.14389 -2.77936 5.65946
H -2.22652 -2.04018 5.50460
H -3.00674 -2.92855 4.15608
H -2.68193 -1.20667 4.00861
```

Results of the Löwdin charge analysis, in e, for atoms 1 through 4:
1. C 0.14
2. C -0.06
3. C -0.36
4. O -0.07

***

Entry 2:
Entry from the OMol25 dataset: a molecular structure, C40H67BGe2KNO8SbSe at a distorted geometry (ωB97M-V with the def2-TZVPD basis set).

Values from the calculation:
LUMO (spin up / spin down) (eV): 3.724 / 3.725
Net charge: -2
Multiplicity: 2
HOMO level (spin up / spin down) (eV): -1.4620 / -1.4621
Expectation value of S²: 0.755

```
122
C40H67BGe2KNO8SbSe | the OMol25 dataset | ωB97M-V with the def2-TZVPD basis set
K 0.27707 0.04976 -0.19031
O -1.92778 -0.76643 2.15688
H -1.34299 -1.55765 2.07387
H -1.34810 -0.02052 2.37224
O -0.13050 1.89402 -1.54841
O 0.98101 2.06846 -0.93807
N 1.08309 5.13770 2.12025
C 0.97482 3.70742 1.79454
C -0.32571 3.10136 2.29580
O -1.05193 3.91694 3.07507
O -0.73110 1.99713 2.02138
H 2.03563 5.37126 2.36090
H -0.50259 4.72847 3.14113
H 0.82543 5.69342 1.31571
H 1.77079 3.15550 2.27844
H 1.04396 3.49860 0.73427
C 6.60998 0.47377 1.70591
Ge 4.72895 0.36833 1.08856
C 4.49296 2.06327 0.07998
C 4.87046 -0.96261 -0.38281
Ge 2.60706 -0.16099 2.30428
C 2.79907 1.16317 3.85277
C 1.71559 1.27437 4.74094
C 1.68616 2.22226 5.76045
C 2.74785 3.10970 5.92113
C 3.84023 3.02017 5.06391
C 3.86328 2.05719 4.05423
C 3.20199 -1.75320 3.40535
C 2.26491 -2.32947 4.27629
C 2.55875 -3.45977 5.03193
C 3.80661 -4.06547 4.92903
C 4.75005 -3.52982 4.06019
C 4.44789 -2.39244 3.31090
H 7.26438 0.55945 0.82868
H 6.88355 -0.42825 2.26569
H 6.77565 1.33999 2.35974
H 5.27923 2.18615 -0.67770
H 4.50941 2.93842 0.74588
H 3.51538 2.04240 -0.42207
H 5.49710 -0.59307 -1.20508
H 3.86602 -1.17101 -0.76921
H 5.28746 -1.90984 -0.01935
H 0.85790 0.61503 4.61483
H 0.82752 2.28136 6.42053
H 2.72172 3.86224 6.69933
H 4.68197 3.69645 5.18804
H 4.72804 2.00746 3.39920
H 1.26475 -1.90312 4.34388
H 1.80184 -3.88373 5.68422
H 4.03368 -4.95453 5.50502
H 5.72185 -3.99958 3.96055
H 5.20060 -2.00134 2.63520
C 1.76698 -3.36986 -2.80339
C 1.79890 -1.87659 -2.61609
O 1.39570 -1.39479 -1.58699
C 2.32835 -0.99120 -3.71134
C 2.81162 -1.51629 -4.90370
C 3.29228 -0.67205 -5.89664
C 3.28792 0.70334 -5.69615
C 2.80799 1.23137 -4.50329
C 2.32928 0.38783 -3.51179
H 1.36110 -3.81387 -1.89227
H 2.77788 -3.75371 -2.97902
H 1.13886 -3.63731 -3.65960
H 2.81496 -2.58863 -5.06350
H 3.67154 -1.08697 -6.82277
H 3.65637 1.36326 -6.47382
H 2.80413 2.30401 -4.33775
H 1.95180 0.79659 -2.57750
Se -0.09532 -3.84580 1.52314
C -4.88140 1.14430 1.18011
C -4.65908 1.06136 -0.33712
C -5.84227 1.62586 -1.11976
Sb -2.57817 1.72304 -0.69513
C -2.72327 3.81240 -0.06466
C -4.06772 4.51507 -0.26273
C -1.55977 4.61752 -0.66422
C -2.73137 1.96480 -2.87650
C -3.09080 0.60803 -3.48931
C -3.61257 3.08315 -3.43494
H -5.79682 0.61039 1.47810
H -4.98970 2.18538 1.51341
H -4.04555 0.69829 1.73268
H -4.55556 0.00409 -0.59918
H -5.99267 2.69315 -0.93294
H -6.77293 1.11148 -0.82819
H -5.72741 1.48796 -2.19714
H -2.55384 3.72136 1.01215
H -4.35379 4.57569 -1.31661
H -4.01524 5.54541 0.12591
H -4.87250 4.00681 0.27472
H -1.74245 4.85565 -1.71837
H -0.60695 4.06926 -0.62611
H -1.43735 5.57090 -0.12480
H -1.69489 2.19001 -3.13653
H -4.10107 0.29050 -3.21049
H -2.39441 -0.17211 -3.16107
H -3.04964 0.64768 -4.58756
H -4.65446 2.99678 -3.12139
H -3.59878 3.06255 -4.53653
H -3.25364 4.06947 -3.12679
C -4.31065 -5.31332 0.07283
C -3.14582 -5.24538 -0.91168
C -3.28283 -6.35418 -1.93976
O -1.94442 -5.43462 -0.16553
B -1.41844 -4.15829 0.20737
O -2.10173 -3.17783 -0.56921
C -2.96434 -3.82253 -1.51088
C -2.24012 -3.84112 -2.85660
C -4.25999 -3.04698 -1.63613
H -4.23500 -6.25491 0.61992
H -5.28181 -5.27088 -0.43498
H -4.24532 -4.49681 0.79734
H -3.42724 -7.30722 -1.42058
H -2.38277 -6.43605 -2.55208
H -4.14688 -6.17847 -2.59023
H -1.31250 -4.41803 -2.77717
H -1.98143 -2.81134 -3.12133
H -2.86173 -4.26599 -3.65342
H -4.72193 -2.89076 -0.65923
H -4.96506 -3.57820 -2.28839
H -4.05520 -2.07106 -2.07086
```

Results of the Löwdin charge analysis, in e, for atoms 1 through 4:
1. K 0.54
2. O -0.13
3. H -0.05
4. H -0.02

***

Entry 3:
Entry from the OMol25 dataset: C5H14N4 in the gas phase at a distorted geometry (ωB97M-V with the def2-TZVPD basis set).

Values from the calculation:
LUMO (eV): 1.087
HOMO level (eV): -8.6458
SMILES: CNC(N)(N)N1C[C@H]1C

```
23
C5H14N4 | the OMol25 dataset | ωB97M-V with the def2-TZVPD basis set
C 0.32894 -1.98205 0.92553
N 0.85498 -0.63464 1.05323
C 1.09865 0.09539 -0.18685
N 1.79659 -0.74339 -1.17478
N 1.93663 1.22894 0.16147
N -0.16909 0.51391 -0.75149
C -0.70923 1.82303 -0.44129
C -1.32208 0.70521 0.29451
C -2.65029 0.12789 -0.10566
H 0.00495 -2.31663 1.91171
H -0.53225 -1.96351 0.25848
H 1.05912 -2.69990 0.53056
H 1.69918 -0.63805 1.61631
H 1.17737 -1.48967 -1.47489
H 1.97876 -0.18050 -2.00129
H 2.03676 1.83222 -0.64775
H 2.86017 0.89894 0.41932
H -0.11335 2.52882 0.12758
H -1.26825 2.25323 -1.26717
H -1.11654 0.67612 1.36019
H -2.74874 -0.89590 0.25337
H -3.45199 0.72831 0.32749
H -2.75031 0.13221 -1.18859
```

Results of the Löwdin charge analysis, in e, for atoms 1 through 4:
1. C -0.12
2. N -0.06
3. C -0.68
4. N 0.08